A | A 2-piece molecular cluster, C4H12O2S overall. Source: the Open Molecules 2025 dataset; level of theory: the ωB97M-V functional and the def2-TZVPD basis.

## Properties
HOMO level = -8.85 eV
Kohn-Sham gap = 9.270 eV
SMILES = OCCCCS.O

```
19
Properties=species:S:1:pos:R:3:mulliken_charge:R:1
O -0.10237 -0.55860 0.97688 -0.512
C -1.18336 -0.08588 0.20193 -0.534
C -1.25275 -0.70163 -1.24577 -0.615
C 0.13967 -1.11810 -1.75963 -0.719
C 1.16984 -0.01730 -1.71048 -0.529
S 2.81925 -0.40635 -2.38653 -0.228
H -0.19126 -0.12545 1.82849 0.294
H -2.15984 -0.41232 0.56107 0.353
H -1.25496 1.01231 0.26936 0.354
H -1.53051 0.17842 -1.84049 0.244
H -1.94745 -1.53254 -1.17368 0.359
H 0.02396 -1.47029 -2.79076 0.353
H 0.54037 -1.96425 -1.15764 0.399
H 0.77664 0.85644 -2.23748 0.319
H 1.25072 0.30292 -0.66600 0.351
H 2.62211 -1.65259 -1.95013 0.113
O -0.06482 2.22868 5.27292 -0.634
H 0.82527 2.57157 5.09399 0.320
H -0.48051 2.89497 4.71398 0.314
```



B | A 2-piece molecular cluster, C4H12O2S overall. Source: the Open Molecules 2025 dataset; level of theory: the ωB97M-V functional and the def2-TZVPD basis.

## Properties
HOMO level = -8.39 eV
Kohn-Sham gap = 8.865 eV
SMILES = CSCCCO.O

```
19
Properties=species:S:1:pos:R:3:mulliken_charge:R:1
C 0.80964 -2.35070 -0.73410 -0.787
S -0.86411 -2.50337 -0.11202 -0.096
C -1.26801 -0.71185 -0.13364 -0.678
C -0.52935 0.15100 0.87068 -0.689
C -0.86148 1.62624 0.81876 -0.335
O -0.13569 2.10311 -0.24733 -0.509
H 0.98889 -1.77353 -1.65679 0.270
H 1.04487 -3.41025 -0.93062 0.322
H 1.48950 -1.97913 0.05097 0.244
H -2.36130 -0.64612 0.02709 0.365
H -1.06545 -0.43623 -1.18648 0.295
H -0.93037 -0.32199 1.78769 0.357
H 0.56900 0.01292 0.87348 0.380
H -0.51422 2.07217 1.77059 0.319
H -1.94537 1.83153 0.72661 0.276
H 0.08610 3.02737 -0.00871 0.315
O 1.90069 0.85472 -0.94563 -0.692
H 1.02929 1.18394 -0.62860 0.370
H 2.55737 1.27018 -0.34195 0.272
```



Which of them is most stable? Easy: B.